No. 1
C37H51FMnN5O6PS | wB97M-V/def2-TZVPD

Calculated values
**Calculated total energy**: -113101.22097 eV
**ΔE to the lowest compared entry with this formula, charge and spin**: 28.69 kJ/mol
**E_HOMO (spin up / spin down)**: -6.90 / -6.91 eV
**⟨S²⟩**: 8.753
**Largest force on an atom**: 0.893 eV/A
**Lowest unoccupied orbital energy (spin up / spin down)**: 0.0111 / 0.0110 Ha
**Kohn-Sham gap (spin up / spin down)**: 7.1978 / 7.2075 eV

```
! RIJCOSX wB97M-V def2-TZVPD def2/J DEFGRID3
* xyz 0 6
Mn -0.4554 0.8964 2.3423
S -1.2755 2.6984 4.3701
C -1.5579 3.5627 2.9036
C -2.2830 4.7719 2.8223
C -2.4239 5.4095 1.6105
C -1.8531 4.8543 0.4601
C -1.1901 3.6614 0.5970
N -1.0510 3.0182 1.7716
H -2.7119 5.1723 3.7309
H -2.9775 6.3418 1.5462
H -1.9322 5.3327 -0.5096
H -0.7396 3.1764 -0.2649
C 2.1240 1.9207 5.3699
C 1.6128 0.7713 4.5571
O 1.4937 0.8459 3.3299
N 1.3516 -0.3622 5.2293
C 0.7574 -1.5398 4.5997
C -0.7376 -1.5637 4.7786
C -1.3781 -2.5819 5.4643
C -2.7562 -2.5160 5.6165
C -3.4340 -1.4238 5.1037
C -2.7089 -0.4421 4.4416
N -1.3910 -0.5174 4.2623
H 2.2270 2.7865 4.7250
H 3.0917 1.6622 5.8133
H 1.4152 2.1614 6.1656
H 1.2888 -0.2883 6.2305
H 1.2088 -2.4334 5.0178
H 0.9811 -1.5028 3.5422
H -0.8066 -3.4098 5.8702
H -3.2891 -3.3004 6.1417
H -4.5077 -1.3227 5.2099
H -3.1885 0.4390 4.0392
O 0.7601 0.8798 0.5378
P 1.0499 0.2552 -0.8118
C 2.0097 1.4618 -1.7931
C 1.7052 2.9244 -1.3558
C 0.8832 3.6727 -2.4035
C 1.6452 3.7733 -3.7394
C 2.5338 2.5361 -3.9934
C 1.9371 1.2980 -3.3238
C -0.4816 -0.3329 -1.6002
C -1.5893 0.7352 -1.5197
C -2.8839 0.1716 -2.0976
C -2.7394 -0.2234 -3.5915
C -1.2731 -0.2512 -4.0427
C -0.3883 -0.9706 -3.0229
C 2.0290 -1.2392 -0.4503
C 1.9438 -2.4524 -1.3932
C 2.9357 -2.4033 -2.5537
C 4.3604 -2.2332 -2.0262
C 4.4756 -0.9406 -1.2171
C 3.4824 -0.9099 -0.0486
H 3.0289 1.2382 -1.4766
H 2.6555 3.4512 -1.2222
H 1.2172 2.9320 -0.3850
H 0.6356 4.6682 -2.0334
H -0.0700 3.1584 -2.5603
H 2.2631 4.6736 -3.7431
H 0.9297 3.8841 -4.5570
H 3.5391 2.7017 -3.5924
H 2.6488 2.3661 -5.0648
H 2.4658 0.3985 -3.6427
H 0.8993 1.1908 -3.6526
H -0.7455 -1.1132 -0.8760
H -1.2971 1.6352 -2.0706
H -1.7473 1.0225 -0.4946
H -3.6878 0.8967 -1.9692
H -3.1695 -0.6951 -1.4960
H -3.2906 0.4765 -4.2234
H -3.1850 -1.2080 -3.7594
H -0.9179 0.7749 -4.1898
H -1.1865 -0.7478 -5.0120
H 0.6421 -1.0095 -3.3875
H -0.7218 -2.0105 -2.9676
H 1.4855 -1.4961 0.4619
H 0.9269 -2.5868 -1.7632
H 2.1695 -3.3434 -0.7974
H 2.6987 -1.5619 -3.2158
H 2.8432 -3.3128 -3.1516
H 5.0792 -2.2305 -2.8475
H 4.6066 -3.0881 -1.3839
H 4.3029 -0.0984 -1.8968
H 5.4873 -0.8217 -0.8250
H 3.5200 0.0528 0.4690
H 3.8006 -1.6589 0.6840
F 0.5047 -4.8574 -1.6357
C -0.6515 -4.2022 -1.5388
C -1.0350 -3.6491 -0.3936
N -2.2529 -2.9977 -0.2484
C -2.6188 -2.4100 1.0557
C -1.7312 -1.2288 1.4105
O -2.2774 -0.0942 1.4856
O -0.5027 -1.4469 1.6308
C -3.1468 -2.9017 -1.3078
O -4.2441 -2.3826 -1.2320
N -2.6656 -3.4374 -2.4944
C -1.4655 -4.1155 -2.7353
O -1.1838 -4.5484 -3.8300
H -0.4047 -3.6727 0.4849
H -2.5131 -3.1712 1.8289
H -3.6427 -2.0868 0.9948
H -3.2945 -3.3666 -3.2745
*
```

***

No. 2
C59H54N4OSi2Sr | wB97M-V/def2-TZVPD

Calculated values
**Calculated total energy**: -86658.97646 eV
**ΔE to the lowest compared entry with this formula, charge and spin**: 188.04 kJ/mol
**E_HOMO**: -1.54 eV
**Largest force on an atom**: 2.893 eV/A
**Lowest unoccupied orbital energy**: 0.1485 Ha
**Kohn-Sham gap**: 5.5852 eV

```
! RIJCOSX wB97M-V def2-TZVPD def2/J DEFGRID3
* xyz -2 1
Sr 0.9375 1.3192 -0.4308
C 3.8146 5.0431 5.8798
C 4.1429 3.6978 5.8235
C 3.5338 2.8833 4.8525
C 2.5268 3.3743 4.0206
C 2.2849 4.7521 4.0402
C 2.9934 5.5890 4.9259
C 1.9488 2.4921 2.9568
C 1.8068 3.0680 1.5838
C 2.7687 3.1841 0.5658
C 2.0905 3.8440 -0.5401
C 0.7137 4.0040 -0.0730
C -0.4277 4.4620 -0.8551
C -0.6892 5.9034 -0.8591
C -0.9362 6.6044 -2.0772
C -0.9582 8.0079 -2.0718
C -0.7833 8.6702 -0.9014
C -0.5807 8.0123 0.3303
C -0.5060 6.6434 0.3261
C -1.3904 3.5567 -1.3263
N -1.1869 2.2171 -1.3276
C -2.2968 1.6034 -1.8685
C -2.4160 0.2005 -1.9827
C -3.7597 -0.3518 -2.3276
C -4.6886 0.3443 -3.1181
C -5.9521 -0.1359 -3.3187
C -6.3217 -1.3749 -2.7814
C -5.3894 -2.1227 -2.0797
C -4.1648 -1.5540 -1.7381
C -1.4916 -0.6507 -1.1415
C -0.5197 -1.4630 -1.5402
C 0.1707 -2.0091 -0.3182
C -0.6739 -1.4217 0.7589
N -1.5614 -0.6291 0.2984
C -0.4711 -1.5165 2.2166
C 0.4536 -0.6351 2.7022
C 0.8523 -0.7193 4.0933
C 1.4990 0.4158 4.3618
C 1.5436 1.2332 3.1216
N 0.9793 0.4360 2.1071
C -1.3818 -2.3636 3.0305
C -1.6662 -2.4556 4.4061
C -2.5552 -3.4193 4.9462
C -3.2086 -4.3392 4.1457
C -2.9775 -4.2362 2.7731
C -2.0474 -3.3703 2.2678
C -3.3067 2.7035 -2.1933
C -2.7439 3.8624 -1.8110
N 0.5930 3.5262 1.2014
H 4.2527 5.6922 6.5903
H 4.8940 3.2475 6.5094
H 3.7572 1.8196 4.7466
H 1.5726 5.1486 3.2804
H 2.7989 6.6195 4.9173
H 3.7589 2.7925 0.5823
H 2.4986 4.1514 -1.5092
H -1.0451 5.9521 -2.9489
H -1.1525 8.5394 -2.9965
H -0.7753 9.7468 -0.8983
H -0.3651 8.5730 1.2214
H -0.3243 6.0811 1.1979
H -4.3904 1.2154 -3.7498
H -6.6430 0.4366 -3.9659
H -7.2932 -1.8501 -3.0703
H -5.6822 -3.0857 -1.6839
H -3.4675 -2.0567 -1.0654
H -0.1320 -1.5821 -2.5449
H 1.0909 -1.4379 -0.2841
H 0.6666 -1.5081 4.7868
H 1.9645 0.7075 5.3287
H -1.2465 -1.8427 5.2290
H -2.7031 -3.4057 6.0384
H -3.9518 -5.0194 4.5733
H -3.4794 -4.8845 2.0585
H -1.8175 -3.4011 1.2158
H -4.3501 2.5285 -2.5103
H -3.1447 4.8631 -1.8458
O 5.9678 1.5333 -0.1979
H 5.4950 1.3474 0.6247
H 5.4407 1.0914 -0.8877
C 2.9930 -0.1063 -1.9631
C 2.3651 0.1438 -3.0034
C 1.6313 0.3831 -4.2535
C 2.0972 -0.1956 -5.4342
C 1.3797 -0.0565 -6.6248
C 0.1920 0.7324 -6.6791
C -0.2908 1.2464 -5.5010
C 0.4225 1.0855 -4.3127
H 2.9894 -0.8313 -5.4542
H 1.7072 -0.4214 -7.5639
H -0.3125 0.9659 -7.6152
H -1.2155 1.8549 -5.4503
H 0.0516 1.5312 -3.3754
C 0.1240 -6.5653 -0.2195
Si -0.3733 -4.8741 -1.0459
C 0.0411 -5.1388 -2.8259
C -2.1943 -4.7413 -1.0223
C 0.7281 -3.4598 -0.3811
Si 1.9558 -4.0440 0.9137
C 1.2071 -4.8234 2.4223
C 3.1794 -2.7271 1.4921
C 2.9532 -5.3871 -0.0475
H -0.6809 -7.3521 -0.3266
H 0.4012 -6.5400 0.8024
H 0.9496 -6.9055 -0.7985
H -0.4673 -6.0662 -3.2154
H 1.0982 -5.2691 -3.0305
H -0.4453 -4.4070 -3.5409
H -2.5881 -5.7702 -0.8326
H -2.5605 -4.3385 -1.9329
H -2.6363 -4.0848 -0.2573
H 1.4139 -3.4151 -1.2343
H 1.2446 -4.1240 3.2539
H 1.7916 -5.7551 2.7031
H 0.1592 -5.1508 2.2754
H 2.6478 -1.9879 2.1356
H 3.7302 -2.1743 0.7728
H 3.9116 -3.2803 2.1375
H 3.1139 -6.3108 0.5292
H 3.9369 -4.9435 -0.2322
H 2.5525 -5.5947 -1.0606
*
```

***

No. 3
C13H10IN4O4RuS | wB97M-V/def2-TZVPD

Calculated values
**Calculated total energy**: -49296.02424 eV
**ΔE to the lowest compared entry with this formula, charge and spin**: 43.07 kJ/mol
**E_HOMO (spin up / spin down)**: -14.50 / -14.50 eV
**⟨S²⟩**: 0.755
**Largest force on an atom**: 1.735 eV/A
**Lowest unoccupied orbital energy (spin up / spin down)**: -0.2919 / -0.3257 Ha
**Kohn-Sham gap (spin up / spin down)**: 6.5541 / 5.6360 eV

```
! RIJCOSX wB97M-V def2-TZVPD def2/J DEFGRID3
* xyz 2 2
Ru 0.2267 0.5325 -0.4092
O 1.5654 -0.3249 3.4065
C 1.0444 -0.1655 2.2307
O 1.4766 0.6199 1.3785
C -0.1430 -1.0193 1.9426
C -0.7271 -1.9852 2.7264
C -1.8198 -2.6852 2.1937
C -2.2859 -2.4249 0.9136
C -1.6521 -1.4392 0.1699
N -0.6330 -0.7784 0.7109
C -1.9714 -1.0237 -1.2662
O -2.8747 -1.5540 -1.8425
O -1.1812 -0.0739 -1.7385
H 2.3437 0.2455 3.5444
H -0.3477 -2.1978 3.7164
H -2.2977 -3.4502 2.7915
H -3.1158 -2.9653 0.4775
I 5.4012 -1.2002 -3.2703
C 3.4606 -0.6943 -2.8225
C 2.3441 -0.8506 -3.6478
N 1.2839 -0.3988 -2.9923
N 1.6349 0.0697 -1.7684
C 2.9704 -0.1249 -1.6646
H 2.2656 -1.2531 -4.6454
H 0.3056 -0.3700 -3.2605
H 3.4933 0.1799 -0.7726
S -2.7920 3.7475 0.3126
C -1.2792 4.1793 0.9843
C -0.3830 3.1853 0.8069
N -0.9026 2.0947 0.1322
C -2.1791 2.2692 -0.1853
H -1.1267 5.1313 1.4664
H 0.6472 3.1779 1.1271
H -2.7514 1.5470 -0.7459
*
```

***

No. 4
C42H39F6N4S | wB97M-V/def2-TZVPD

Calculated values
**Calculated total energy**: -77282.11977 eV
**ΔE to the lowest compared entry with this formula, charge and spin**: 51.83 kJ/mol
**E_HOMO**: -9.98 eV
**Largest force on an atom**: 2.336 eV/A
**Lowest unoccupied orbital energy**: -0.1641 Ha
**Kohn-Sham gap**: 5.5164 eV

```
! RIJCOSX wB97M-V def2-TZVPD def2/J DEFGRID3
* xyz 1 1
C 4.4417 4.0470 -1.9088
N 4.2773 2.7332 -2.4813
C 5.4907 2.1531 -3.0409
C 5.6042 2.5514 -4.4819
F 6.7241 2.1108 -5.1089
F 4.5154 2.0691 -5.1768
F 5.5654 3.9222 -4.6156
C 3.0991 2.0584 -2.3391
C 3.0015 0.6448 -2.5050
C 1.8838 -0.0372 -2.0559
C 0.7356 0.6626 -1.5861
C -0.5287 0.0011 -1.2734
C -1.6258 0.2395 -2.1411
C -2.9921 -0.0967 -1.8762
C -4.0103 0.4017 -2.6591
C -3.7443 1.2506 -3.7848
N -4.7219 1.9515 -4.4179
C -4.4395 2.8255 -5.5395
C -6.1111 1.9126 -3.9872
C -6.3300 2.9496 -2.9280
F -7.5648 2.9341 -2.3610
F -5.4094 2.8060 -1.9121
F -6.1181 4.2095 -3.4476
C -2.3934 1.3691 -4.2022
C -1.3839 0.8840 -3.4111
C 0.7783 2.0928 -1.6132
C 1.9238 2.7737 -1.9708
H 3.9314 4.1183 -0.9365
H 5.5117 4.2324 -1.7676
H 4.0425 4.8382 -2.5655
H 6.3458 2.5922 -2.5219
H 5.4847 1.0675 -2.9739
H 3.8298 0.0918 -2.9498
H 1.8417 -1.1250 -2.1294
H -0.6235 -0.7017 -0.4482
H -3.2249 -0.7552 -1.0355
H -5.0432 0.1465 -2.4186
H -3.8765 2.3072 -6.3176
H -5.3846 3.1576 -5.9814
H -3.8654 3.7190 -5.2375
H -6.7479 2.1867 -4.8353
H -6.3655 0.9327 -3.5817
H -2.1559 1.8651 -5.1476
H -0.3490 0.9755 -3.7522
H -0.1431 2.6333 -1.3848
H 1.9398 3.8631 -1.9862
C 3.0471 -6.1139 4.3413
C 2.7901 -6.3351 2.9844
C 2.2489 -5.3131 2.1966
C 1.9795 -4.0584 2.7576
C 1.4546 -2.9088 1.8772
C 2.5564 -1.8658 1.6397
C 2.2139 -0.6708 1.0041
C 3.1052 0.3971 0.9235
C 4.4376 0.2138 1.3018
C 4.8210 -1.0017 1.8769
C 3.8954 -2.0390 2.0261
C 0.1950 -2.2312 2.4845
C -0.7933 -3.1399 3.2061
C -1.6494 -2.2691 4.0863
N -2.1073 -1.1036 3.3252
C -3.1085 -0.2644 3.8198
C -3.4313 0.7564 2.9240
C -4.4705 1.6396 3.2406
C -5.0977 1.5261 4.5010
C -4.7227 0.5259 5.4137
C -3.7277 -0.3957 5.0646
S -2.3596 0.7113 1.5351
C -1.5385 -0.7329 2.1314
N -0.5412 -1.3412 1.5456
C 2.2386 -3.8382 4.1163
C 2.7753 -4.8622 4.9097
H 3.4595 -6.9110 4.9620
H 3.0240 -7.3021 2.5282
H 2.0247 -5.4791 1.1381
H 1.1786 -3.3476 0.9033
H 1.2057 -0.5853 0.5974
H 2.7619 1.3663 0.5563
H 5.1627 1.0198 1.1556
H 5.8458 -1.1386 2.2187
H 4.2263 -2.9817 2.4649
H 0.6122 -1.5923 3.2932
H -1.4079 -3.7130 2.5032
H -0.2788 -3.8540 3.8533
H -2.5314 -2.7955 4.4804
H -1.0471 -1.8995 4.9337
H -4.7754 2.3968 2.5202
H -5.8846 2.2291 4.7862
H -5.1963 0.4582 6.3992
H -3.4223 -1.1940 5.7467
H 2.0249 -2.8591 4.5604
H 2.9910 -4.6678 5.9628
*
```

***

No. 5
C9H6ClF3O6 | wB97M-V/def2-TZVPD

Calculated values
**Calculated total energy**: -42383.77448 eV
**SMILES**: O=C1OC(=O)C(C(F)(F)F)=C1Cl.C[C@@H]1COC(=O)O1
**E_HOMO**: -10.89 eV
**Largest force on an atom**: 10.175 eV/A
**Lowest unoccupied orbital energy**: -0.1061 Ha
**Kohn-Sham gap**: 7.9991 eV

```
! RIJCOSX wB97M-V def2-TZVPD def2/J DEFGRID3
* xyz 0 1
O 0.9817 1.3797 0.1106
C 1.6603 0.6159 -0.7815
O 2.5736 -0.5344 -0.4851
C 3.2032 -0.8601 -1.8074
O 4.1568 -1.8086 -1.9488
C 2.5418 0.0697 -3.0237
C 2.9139 0.0026 -4.6321
F 2.5804 1.3086 -5.3130
F 2.2863 -1.1624 -5.2985
F 4.4168 -0.1038 -4.7457
C 1.5425 0.9889 -2.3977
Cl 0.4243 2.2843 -3.1102
C -0.8662 0.7725 2.4221
C -2.2310 0.2658 2.8423
C -2.2819 -1.2126 3.0842
O -3.6480 -1.5088 2.8468
C -4.0929 -0.5722 1.9558
O -5.1652 -0.6234 1.3774
O -3.1747 0.4284 1.7963
H -0.9442 1.7774 1.9941
H -0.1801 0.8019 3.2738
H -0.4268 0.1352 1.6471
H -2.5924 0.8323 3.7095
H -2.0003 -1.4835 4.1050
H -1.6777 -1.7936 2.3787
*
```

***

No. 6
C5H9N3 | wB97M-V/def2-TZVPD

Calculated values
**Calculated total energy**: -9794.27361 eV
**ΔE to the lowest compared entry with this formula, charge and spin**: 694.05 kJ/mol
**E_HOMO**: -9.38 eV
**Largest force on an atom**: 6.459 eV/A
**Lowest unoccupied orbital energy**: 0.0240 Ha
**Kohn-Sham gap**: 10.0384 eV

```
! RIJCOSX wB97M-V def2-TZVPD def2/J DEFGRID3
* xyz 0 1
C 1.4816 -0.2773 0.5424
C 0.4830 1.3145 0.1510
C -0.0326 -0.0904 0.0893
C -1.1859 -0.8661 0.9053
C -1.7915 -0.7708 -1.2734
H 1.8083 -1.3119 0.1321
H 1.3720 -0.1154 1.6111
H 2.4252 1.6706 0.1509
H 0.5225 1.8780 1.0966
H -0.1701 1.8849 -0.7273
H -1.1781 -0.6064 2.0904
H -0.8006 -2.2496 0.7717
H -2.3825 -0.2829 -2.1940
H 0.2116 0.2363 -1.6242
N 1.8832 0.9147 -0.3005
N -2.4191 -0.6044 -0.1933
N -0.2270 -0.7237 -1.2280
*
```

***

No. 7
C5H7N2 | wB97M-V/def2-TZVPD

Calculated values
**Calculated total energy**: -8266.45101 eV
**SMILES**: C=[N+]=C=NC(=C)C
**ΔE to the lowest compared entry with this formula, charge and spin**: 610.39 kJ/mol
**E_HOMO (spin up / spin down)**: -14.33 / -14.33 eV
**Largest force on an atom**: 4.230 eV/A
**Lowest unoccupied orbital energy (spin up / spin down)**: -0.2443 / -0.2444 Ha
**Kohn-Sham gap (spin up / spin down)**: 7.6849 / 7.6804 eV

```
! RIJCOSX wB97M-V def2-TZVPD def2/J DEFGRID3
* xyz 1 1
C 1.6423 1.1357 -1.8990
N 0.3658 1.0621 -2.0502
C -0.3929 0.0883 -1.7300
N -0.9710 -0.2472 -0.7322
C -0.6323 -0.5748 0.5169
C 0.6798 -0.3201 0.7390
C -1.6544 -0.8326 1.6100
H 2.3879 0.3142 -1.9872
H 1.9676 2.1998 -1.9192
H 1.1654 0.1230 -0.0227
H 1.1141 -0.1059 1.7111
H -1.5697 0.0435 2.3605
H -1.3340 -1.8451 2.1242
H -2.7686 -1.0409 1.2789
*
```

***

No. 8
C28H21Cl5GeN2OPd | wB97M-V/def2-TZVPD

Calculated values
**Calculated total energy**: -157005.22471 eV
**ΔE to the lowest compared entry with this formula, charge and spin**: 46.29 kJ/mol
**E_HOMO (spin up / spin down)**: -9.40 / -11.41 eV
**⟨S²⟩**: 3.801
**Largest force on an atom**: 0.605 eV/A
**Lowest unoccupied orbital energy (spin up / spin down)**: -0.0921 / -0.2107 Ha
**Kohn-Sham gap (spin up / spin down)**: 6.8888 / 5.6765 eV

```
! RIJCOSX wB97M-V def2-TZVPD def2/J DEFGRID3
* xyz 1 4
Pd 0.8666 0.4635 0.3360
Cl 7.1421 -1.3271 3.4024
C 5.5091 -1.1854 3.0183
C 5.1343 -0.9642 1.6573
Cl 6.3384 -0.8558 0.4541
C 3.8165 -0.8507 1.3379
Cl 3.2893 -0.6320 -0.2820
C 2.7768 -0.9454 2.3538
O 1.5757 -0.8391 2.0785
C 3.2043 -1.1756 3.7302
Cl 1.9877 -1.2829 4.8987
C 4.5362 -1.2912 4.0412
Cl 5.0320 -1.5576 5.6522
C 2.9899 2.8588 -1.6762
C 1.9056 3.3287 -0.7722
N 1.0434 2.5929 -0.0988
C 0.1919 3.4666 0.5601
C 0.5656 4.7388 0.2969
N 1.6463 4.6341 -0.5549
H 2.9459 1.7780 -1.7752
H 3.9745 3.1317 -1.2941
H 2.8785 3.2941 -2.6700
H -0.6117 3.1088 1.1808
H 0.1677 5.6852 0.6154
H 2.1620 5.3998 -0.9543
C -2.2961 -5.3543 0.0750
C -1.4162 -5.0605 -0.9578
C -0.9999 -3.7529 -1.1609
C -1.4625 -2.7216 -0.3381
C -2.3464 -3.0300 0.6969
C -2.7608 -4.3403 0.8998
Ge -0.9110 -0.9131 -0.6932
C -1.6802 0.3196 0.6535
C -2.5195 1.3646 0.2297
C -3.1756 2.1660 1.1461
C -2.9793 1.9695 2.5116
C -2.1422 0.9576 2.9543
C -1.5045 0.1320 2.0326
C -1.4703 -0.3350 -2.4440
C -2.3767 -1.0904 -3.1884
C -2.8165 -0.6415 -4.4281
C -2.3531 0.5637 -4.9358
C -1.4453 1.3224 -4.2074
C -1.0031 0.8717 -2.9713
H -2.6229 -6.3737 0.2339
H -1.0571 -5.8505 -1.6046
H -0.3156 -3.5389 -1.9750
H -2.7314 -2.2480 1.3401
H -3.4534 -4.5687 1.6996
H -2.6744 1.5316 -0.8297
H -3.8445 2.9441 0.8003
H -3.4887 2.6024 3.2271
H -1.9943 0.7977 4.0147
H -0.8824 -0.6777 2.3968
H -2.7491 -2.0314 -2.7996
H -3.5231 -1.2322 -4.9971
H -2.6975 0.9121 -5.9011
H -1.0824 2.2615 -4.6064
H -0.2929 1.4705 -2.4096
*
```